[1]
Entry from the Open Molecules 2025 dataset: an isolated molecule of C4H6N2O2 in a non-equilibrium geometry (ωB97M-V/def2-TZVPD).

SMILES = Cc1co/c(=N\O)[nH]1
Total charge = 0
Multiplicity = 1
HOMO = -0.275 hartree

Element x y z (Å)
C -2.38930 0.56790 1.64012
C -1.42713 0.18038 0.71186
C -1.29420 -0.55989 -0.36187
O -0.16687 -0.59765 -1.03446
C 0.70672 0.04729 -0.19342
N 1.90245 0.21765 -0.45172
O 2.64710 -0.53219 -1.33183
N -0.04468 0.61085 0.85942
H -1.99423 1.29554 2.42420
H -3.32200 1.13033 1.19519
H -2.77745 -0.35236 2.05807
H -2.17769 -1.27011 -0.67590
H 3.44143 -0.04086 -1.31203
H 0.40709 1.06259 1.60671

***

[2]
Entry from the Open Molecules 2025 dataset: a cluster of 10 separate species, C30H67N3O12S10 in total in a non-equilibrium geometry (ωB97M-V/def2-TZVPD).

Total charge = 0
Multiplicity = 1
HOMO = -0.304 hartree

Element x y z (Å)
C 5.74292 0.35879 -2.90142
C 6.25563 1.87356 -3.24821
O 5.94141 2.08607 -4.65978
C 5.33380 3.38397 -4.88415
C 4.57067 3.51215 -6.31187
O 3.34583 4.26061 -6.05562
C 2.16570 3.52689 -6.46885
C 1.77628 2.28772 -5.52126
C 2.58769 0.93223 -5.43035
C 2.14152 -0.24776 -4.48921
C 0.84242 -0.16423 -3.60285
N 0.27847 -1.17855 -2.71684
S -1.12693 -0.35914 -2.14920
N -1.16602 1.21364 -2.82322
C 0.04568 1.20806 -3.68904
C 0.48465 2.44205 -4.61065
N -0.35086 3.67154 -4.55784
C -0.27240 4.23513 -3.36245
O 0.02992 4.80565 -2.28183
H 5.75130 -0.24996 -3.87437
H 6.44791 -0.03189 -2.08752
H 4.64666 0.45970 -2.53175
H 7.37489 2.02212 -3.00434
H 5.67172 2.56488 -2.53431
H 4.49814 3.49721 -4.07896
H 6.10107 4.24261 -4.76313
H 4.40754 2.51045 -6.84419
H 5.28024 4.12710 -7.00236
H 1.27997 4.27765 -6.39639
H 2.32910 3.14801 -7.55054
H 3.55135 0.75273 -6.02898
H 2.76013 -1.22865 -4.44486
C -2.49558 -2.94884 1.04679
S -1.52098 -3.51294 -0.36513
O -2.23826 -3.08345 -1.60659
C -1.85264 -5.27269 -0.12929
H -2.46423 -1.85916 1.07602
H -3.53039 -3.27793 0.94132
H -2.06584 -3.34779 1.96827
H -2.92840 -5.45712 -0.16166
H -1.44467 -5.59503 0.83060
H -1.36580 -5.82697 -0.93313
C 4.06362 1.24899 2.05195
S 5.63686 1.68313 1.28036
O 5.47513 1.50976 -0.19732
C 6.54685 0.25118 1.89767
H 3.32107 1.99661 1.76816
H 3.73789 0.26579 1.70732
H 4.17881 1.24749 3.13748
H 6.06509 -0.66965 1.56262
H 6.57950 0.28276 2.98847
H 7.56373 0.29221 1.50379
C 2.87974 -1.71284 4.94674
S 4.30314 -1.03038 5.82470
O 4.99611 -0.08712 4.89145
C 5.25554 -2.56294 5.85213
H 2.15835 -0.91091 4.78212
H 3.19522 -2.12004 3.98445
H 2.41896 -2.49492 5.55305
H 5.42199 -2.91721 4.83289
H 4.71669 -3.31687 6.42796
H 6.21730 -2.36387 6.32798
C -2.14138 3.38636 -0.18093
S -3.00242 3.96312 1.29838
O -3.78629 2.80867 1.84176
C -4.16015 5.04435 0.42997
H -1.38533 2.65967 0.12025
H -2.84811 2.91198 -0.86318
H -1.65503 4.23104 -0.67154
H -4.74202 4.46615 -0.29102
H -3.60781 5.83478 -0.08120
H -4.83366 5.49146 1.16286
C -2.77547 -2.62337 -6.97056
S -1.16687 -1.87757 -6.62274
O -0.18829 -2.44513 -7.60095
C -0.90887 -2.71992 -5.04700
H -3.11972 -2.26492 -7.94181
H -2.68456 -3.71070 -6.99680
H -3.48963 -2.32414 -6.20098
H -0.93626 -3.80153 -5.19531
H -1.68392 -2.41852 -4.33989
H 0.06599 -2.43153 -4.65725
C -5.33946 1.11834 -0.77052
S -5.53013 0.19917 0.77175
O -4.81848 -1.10888 0.60612
C -7.29832 -0.11757 0.58226
H -4.28947 1.38970 -0.88277
H -5.64613 0.49805 -1.61483
H -5.94515 2.02550 -0.73062
H -7.48307 -0.66074 -0.34684
H -7.83966 0.83043 0.57739
H -7.63401 -0.72125 1.42740
C -4.90050 6.72775 4.36212
S -5.52902 8.12340 3.40135
O -4.83097 8.10849 2.07788
C -4.75404 9.40634 4.40912
H -5.23293 5.80300 3.88786
H -3.80949 6.75105 4.38477
H -5.29835 6.77591 5.37752
H -3.67188 9.26271 4.42846
H -5.15664 9.36641 5.42302
H -4.98265 10.37743 3.96771
C -5.34023 -3.08806 3.32893
S -6.59460 -4.14448 2.56864
O -7.88876 -3.39586 2.59576
C -6.64398 -5.36242 3.90194
H -5.17188 -2.22703 2.67888
H -5.68481 -2.74284 4.30559
H -4.40857 -3.64721 3.43560
H -6.90753 -4.87523 4.84285
H -5.66956 -5.84678 3.98957
H -7.39895 -6.11132 3.65806
C 3.83766 -7.72553 4.74741
S 4.74219 -6.71672 5.94198
O 4.02301 -5.41048 6.06129
C 6.19002 -6.44427 4.89716
H 2.86903 -7.98442 5.17728
H 3.68607 -7.16392 3.82389
H 4.39864 -8.63955 4.54396
H 5.89146 -5.96265 3.96380
H 6.67423 -7.40005 4.68867
H 6.88554 -5.79633 5.43270

***

[3]
Entry from the Open Molecules 2025 dataset: a cluster of 13 separate species, C13H39N13O26 in total in a non-equilibrium geometry (ωB97M-V/def2-TZVPD).

Total charge = 0
Multiplicity = 1
HOMO = -0.395 hartree

Element x y z (Å)
C 4.94460 -0.54148 1.08560
N 4.79132 -1.99253 1.33693
O 5.59266 -2.51958 2.02266
O 4.00974 -2.57599 0.63499
H 5.78256 -0.49783 0.38989
H 5.01113 -0.07624 2.06908
H 4.03390 -0.28639 0.54371
C 0.80164 -0.09703 -0.59360
N -0.52954 0.34476 -0.05796
O -1.51984 0.08020 -0.68412
O -0.57358 0.89554 1.03641
H 0.75410 -0.16295 -1.68058
H 1.10776 -1.07897 -0.23279
H 1.40140 0.72202 -0.19668
C 3.87626 0.92684 -3.87357
N 4.26574 0.96123 -2.43139
O 3.36815 1.16110 -1.57834
O 5.41938 0.84634 -2.19470
H 3.81689 -0.08572 -4.27267
H 4.66339 1.46116 -4.40556
H 2.90845 1.41589 -3.98435
C 0.61176 4.59279 -3.39483
N 1.05425 3.47022 -2.54553
O 1.08161 2.33831 -3.07417
O 1.44064 3.69081 -1.45287
H -0.33858 4.36864 -3.87929
H 1.32269 4.70568 -4.21333
H 0.59571 5.53207 -2.84204
C -2.22671 -2.96776 2.16421
N -0.97786 -2.78429 1.34665
O 0.08661 -2.41870 1.91918
O -1.09189 -3.14941 0.11562
H -3.01303 -2.83944 1.42033
H -2.17709 -2.20214 2.93846
H -2.28206 -3.96930 2.59078
C -2.30224 1.28877 -3.65191
N -3.09128 1.26670 -4.89113
O -2.49123 1.45373 -5.91832
O -4.22099 0.80901 -4.76144
H -2.94194 1.59189 -2.82305
H -1.42717 1.93843 -3.66924
H -2.00030 0.24755 -3.53874
C 1.59809 -0.62359 4.28461
N 1.85671 0.43898 3.29848
O 1.56763 1.54385 3.68667
O 2.33012 0.17082 2.20949
H 2.54840 -0.94804 4.70859
H 0.96615 -1.41011 3.87215
H 1.06723 -0.21452 5.14423
C 0.10340 3.87580 1.60942
N -0.81880 4.59880 0.72678
O -1.04734 5.77585 0.96716
O -1.36405 3.98643 -0.16737
H 0.76567 3.44385 0.85914
H -0.41336 3.08813 2.15773
H 0.62012 4.61255 2.22447
C -4.60397 -1.52847 -0.92854
N -5.81190 -1.91440 -0.10572
O -5.68634 -1.98388 1.06699
O -6.84464 -2.05255 -0.72074
H -4.23362 -2.36964 -1.51453
H -3.83141 -1.12948 -0.27123
H -4.75261 -0.74443 -1.67103
C -3.87796 2.03043 0.79050
N -4.24609 3.11327 1.67313
O -3.40236 3.46424 2.45530
O -5.39184 3.61569 1.64547
H -2.79844 1.88015 0.80216
H -4.23977 2.23035 -0.21808
H -4.49194 1.23603 1.21486
C -1.89769 1.59133 4.69294
N -3.38708 1.38875 4.77369
O -3.91046 0.88599 3.77625
O -3.99461 1.82521 5.73986
H -1.56409 0.85029 5.41935
H -1.46421 2.55193 4.97120
H -1.58735 1.30259 3.68873
C 2.21396 -4.89834 0.08420
N 1.13441 -5.60531 0.80504
O 0.46834 -6.48079 0.21233
O 1.01858 -5.23814 1.97172
H 2.66403 -5.50721 -0.69988
H 3.02008 -4.63857 0.77035
H 1.79923 -3.94802 -0.25195
C 3.58700 -3.35714 -2.82238
N 2.09221 -3.48191 -3.16062
O 1.29447 -2.68784 -2.71288
O 1.76380 -4.54103 -3.68542
H 3.69322 -4.10888 -2.04025
H 3.79831 -2.38580 -2.37522
H 4.15379 -3.56719 -3.72942

***

no.,LUMO energy (eV),energy (eV),frontier orbital gap (eV)
1,0.8,-11316.678,8.307
2,-1.2,-169573.511,7.111
3,-0.9,-86682.158,9.882